41
Properties=species:S:1:pos:R:3:forces:R:3 method="wB97M-V/def2-TZVPD" homo_ev="-15.56 / -15.53" orbital_gap_ev="5.3 / 4.0" s2=2.058 total_charge=+2 e_above_lowest_ev=2.548 molar_mass_g_mol=500.98 total_energy_ev=-94260.6902 multiplicity=3
C -1.6591 -1.4312 -0.4604 0.42 0.24 -0.01
I -0.6294 2.0905 1.2069 0.25 0.24 -0.09
H -2.6500 -0.9912 -0.2761 0.29 -0.01 -0.06
H -1.5518 -2.3675 0.0988 0.04 0.28 -0.12
H -1.5363 -1.6371 -1.5312 -0.01 0.04 0.20
V -0.0737 -0.1376 0.0005 -1.41 1.08 -0.64
P -0.6132 -1.0313 2.2995 -0.27 -0.72 2.14
C 0.9004 -1.8617 2.8708 0.32 0.12 -0.50
C -0.9879 0.0494 3.7451 0.08 0.49 -0.67
H -1.2436 -0.5416 4.6335 0.14 0.03 -0.33
H -1.9391 -2.5295 3.6488 0.12 0.12 -0.33
H -1.8308 0.6953 3.4806 -0.03 -0.08 0.32
H -2.8578 -1.9397 2.2220 0.11 -0.21 0.18
H 1.7206 -1.1340 2.8695 -0.06 -0.25 0.16
H -0.1131 0.6711 3.9508 -0.08 0.00 0.14
C -1.8879 -2.3146 2.5723 -0.19 0.07 -0.76
H 0.7217 -2.2456 3.8836 0.05 0.09 -0.23
H -1.6323 -3.2274 2.0220 -0.13 0.12 0.19
H 1.1565 -2.6805 2.1880 0.00 0.06 0.31
P -0.7744 0.9254 -2.1216 -0.36 1.23 -2.17
C 0.5479 0.8262 -3.3744 0.41 -0.40 0.70
C -2.2232 0.3243 -3.0743 -0.03 -0.46 0.89
H -1.7966 2.9913 -1.3467 -0.04 0.15 -0.33
H -1.4229 3.0111 -3.1101 0.14 -0.01 0.33
H -0.1035 3.2193 -1.8887 -0.17 0.00 -0.11
C -1.0586 2.7283 -2.1124 0.04 -0.05 0.61
H -3.1114 0.3670 -2.4362 -0.03 -0.04 -0.28
H -2.3697 0.9452 -3.9656 0.19 -0.05 0.28
H 0.1661 1.1109 -4.3591 -0.14 -0.03 0.22
H 0.9295 -0.1973 -3.3780 0.15 0.16 -0.31
H -2.0397 -0.7124 -3.3706 -0.17 0.15 -0.12
H 1.3428 1.4951 -3.0284 -0.11 -0.19 -0.28
C 1.4312 -1.3591 -0.1948 6.16 -5.97 -0.85
O 2.1702 -2.2631 -0.2908 -3.68 4.25 0.44
Cl 3.6345 0.4072 1.6051 -0.19 -0.01 -0.07
C 4.0535 1.3731 0.1562 0.57 0.30 -0.55
Cl 5.4568 0.7109 -0.7106 -0.49 0.06 0.32
C 2.8054 1.4258 -0.7697 0.60 2.25 0.97
O 2.3238 2.5591 -0.9350 -0.22 -1.76 0.02
O 2.4196 0.2988 -1.2203 -2.03 -0.87 0.50
H 4.3256 2.3771 0.5014 -0.24 -0.39 -0.10